# 1
# C40H53N8OS3Sr

A structure of composition C40H53N8OS3Sr (ωB97M-V/def2-TZVPD, the OMol25 dataset).

Geometry as XYZ:
```
106
Properties=species:S:1:pos:R:3:lowdin_charge:R:1
Sr 0.7995 0.7697 1.1342 1.39
C 1.5612 5.1438 -0.4992 -0.02
C 1.6136 3.6720 -0.2599 -0.29
N 1.2276 3.0874 0.8005 -0.11
N 0.6547 3.7661 1.8714 0.02
C 0.6951 2.9910 2.9717 -0.52
O 1.2750 1.8522 3.0429 -0.27
C 0.0215 3.5544 4.1805 -0.17
C -0.3168 4.9023 4.2482 -0.04
C -0.9503 5.4082 5.3758 -0.08
C -1.2529 4.5653 6.4379 -0.08
C -0.9168 3.2178 6.3724 -0.07
C -0.2753 2.7159 5.2478 -0.03
C 2.2469 2.7370 -1.2667 -0.25
C 2.9880 3.2202 -2.3258 -0.02
C 3.6042 2.3220 -3.1877 -0.06
C 3.4509 0.9665 -2.9757 -0.05
C 2.6952 0.5636 -1.8842 -0.13
N 2.1111 1.4146 -1.0409 0.01
H 1.0602 5.6302 0.3338 0.07
H 1.0285 5.3670 -1.4289 0.08
H 2.5678 5.5638 -0.5835 0.09
H -0.0663 5.5521 3.4199 0.10
H -1.2035 6.4598 5.4284 0.10
H -1.7444 4.9599 7.3187 0.10
H -1.1548 2.5602 7.1989 0.10
H -0.0004 1.6723 5.1830 0.11
H 3.0917 4.2880 -2.4726 0.12
H 4.2023 2.6860 -4.0149 0.12
H 3.9026 0.2331 -3.6301 0.11
H 2.5555 -0.4930 -1.6721 0.11
C 3.4991 -6.1643 1.9073 -0.06
C 4.3549 -4.9085 2.0586 -0.56
C 5.5201 -4.9778 1.0602 -0.04
C 4.9098 -4.8608 3.4898 -0.04
C 3.5553 -3.6327 1.7923 -0.13
C 4.1617 -2.3849 1.9281 0.01
C 3.4283 -1.2467 1.6847 -0.10
N 2.1359 -1.2747 1.3238 -0.04
C 1.5338 -2.4665 1.1799 -0.18
C 2.2201 -3.6513 1.3997 0.06
C 0.0852 -2.4444 0.7266 -0.19
C -0.7133 -3.5675 0.7419 0.04
C -2.0291 -3.5147 0.2758 -0.13
C -2.4783 -2.2954 -0.2056 0.02
C -1.6291 -1.2012 -0.1828 -0.15
N -0.3750 -1.2605 0.2729 -0.03
C -2.8870 -4.7783 0.2794 -0.56
C -2.2964 -5.7652 -0.7390 -0.04
C -4.3353 -4.4803 -0.1050 -0.06
C -2.8690 -5.4122 1.6770 -0.04
H 4.1107 -7.0421 2.1248 0.09
H 3.1136 -6.2788 0.8899 0.09
H 2.6556 -6.1702 2.6043 0.09
H 6.1065 -5.8821 1.2402 0.09
H 6.1899 -4.1201 1.1572 0.08
H 5.1551 -5.0086 0.0303 0.09
H 5.4706 -5.7757 3.6947 0.09
H 4.1039 -4.7841 4.2240 0.10
H 5.5854 -4.0159 3.6401 0.08
H 5.2005 -2.2930 2.2176 0.12
H 3.8824 -0.2660 1.7830 0.12
H 1.7139 -4.5944 1.2539 0.10
H -0.3227 -4.4985 1.1319 0.11
H -3.4827 -2.1706 -0.5850 0.11
H -1.9649 -0.2345 -0.5451 0.07
H -2.2738 -5.3304 -1.7417 0.09
H -2.9062 -6.6721 -0.7742 0.09
H -1.2764 -6.0546 -0.4712 0.08
H -4.4194 -4.1095 -1.1300 0.09
H -4.7927 -3.7486 0.5663 0.09
H -4.9189 -5.4005 -0.0420 0.09
H -1.8673 -5.7300 1.9749 0.08
H -3.5091 -6.2978 1.6851 0.09
H -3.2440 -4.7163 2.4321 0.10
S -2.0486 1.3148 2.0548 0.60
C -2.6680 2.5776 1.1248 -1.12
N -2.1557 3.7857 1.0192 -0.03
C -2.7334 4.6755 0.0117 -0.21
C -4.1605 4.1731 -0.2376 -0.40
S -4.1501 2.4160 0.2306 0.92
H -1.2360 3.9568 1.4349 0.09
H -2.1420 4.6257 -0.9030 0.08
H -2.7327 5.6979 0.3798 0.12
H -4.4331 4.2692 -1.2855 0.08
H -4.8916 4.6933 0.3768 0.08
C -3.6038 1.8245 -5.2240 -0.05
N -2.6280 1.2484 -4.2923 -0.22
C -3.2388 0.3811 -3.2970 -0.10
C -1.5017 1.9604 -3.9690 -0.75
S -1.0200 2.1974 -2.3640 0.71
N -0.8074 2.4474 -5.0197 -0.20
C -0.8694 1.8762 -6.3668 -0.04
C 0.2559 3.4276 -4.8455 -0.07
H -4.4508 2.2233 -4.6586 0.10
H -3.9796 1.0707 -5.9174 0.10
H -3.1717 2.6386 -5.7935 0.08
H -3.9156 -0.2965 -3.8183 0.09
H -3.8002 0.9478 -2.5457 0.06
H -2.4748 -0.2001 -2.7890 0.05
H -1.4407 0.9554 -6.3608 0.09
H 0.1481 1.6518 -6.6906 0.09
H -1.3061 2.5680 -7.0870 0.09
H 0.1003 3.9874 -3.9297 0.05
H 0.2518 4.1054 -5.6991 0.09
H 1.2306 2.9323 -4.7890 0.08
```

Computed properties:
HOMO energy: -10.08 eV
Kohn-Sham gap: 7.7 eV
lowest unoccupied orbital energy: -2.34 eV
energy above the lowest of the compared OMol25 structures with the same formula, charge and spin: 23.8 kcal/mol
net charge: +1
maximum force: 1.804 eV/Å

# 2
# C8H10N3O

The ion C8H10N3O with charge +1 (ωB97M-V/def2-TZVPD, the OMol25 dataset).

Geometry as XYZ:
```
22
Properties=species:S:1:pos:R:3:nbo_charge:R:1
C -2.5807 0.2356 -0.9843 -0.71
C -1.7660 -0.7851 -0.1178 0.52
O -2.3165 -1.7823 0.3565 -0.43
C -0.4292 -0.4232 0.2806 -0.05
C 0.2520 -0.1587 1.5335 0.28
C -0.3914 -0.0751 3.0085 -0.68
N 1.6581 0.0085 1.2644 -0.36
N 1.7419 0.1150 -0.1550 0.02
C 2.6302 0.4727 -1.1755 -0.02
C 1.9513 0.3265 -2.3235 -0.27
C 0.6273 -0.1845 -1.9953 0.01
N 0.5502 -0.3741 -0.7064 -0.08
H -2.6439 -0.0651 -1.9915 0.24
H -3.6166 0.4176 -0.6511 0.27
H -2.0901 1.1480 -1.0848 0.22
H -0.7143 0.9377 3.2309 0.25
H -1.3429 -0.5809 3.2331 0.28
H 0.2849 -0.4985 3.7845 0.26
H 2.0799 0.7308 1.8209 0.43
H 3.6727 0.6554 -1.2217 0.28
H 2.5295 0.3443 -3.3356 0.29
H -0.0863 -0.4647 -2.7703 0.27
```

Computed properties:
HOMO energy: -13.02 eV
Kohn-Sham gap: 9.0 eV
lowest unoccupied orbital energy: -3.99 eV
energy above the lowest of the compared OMol25 structures with the same formula, charge and spin: 94.4 kcal/mol
net charge: +1
maximum force: 5.405 eV/Å

# 3
# C5H33NO11

A cluster of 12 separate species, C5H33NO11 in total (ωB97M-V/def2-TZVPD, the OMol25 dataset).

Geometry as XYZ:
```
50
Properties=species:S:1:pos:R:3:nbo_charge:R:1
C -0.5397 0.9676 2.7852 -0.66
C -0.8750 0.0349 1.7292 -0.26
C -1.9507 -0.1734 0.9548 -0.03
N -2.2647 -1.3752 0.2414 -0.65
C -3.4220 -1.2582 -0.6683 -0.21
C -3.0238 -0.6692 -2.0565 -0.65
H 0.4765 0.7439 3.2067 0.22
H -0.3882 1.9961 2.3327 0.21
H -1.2028 0.9171 3.6133 0.22
H -0.0899 -0.8978 1.5795 0.16
H -2.7901 0.4597 1.1655 0.20
H -1.4444 -1.6444 -0.2883 0.39
H -4.1935 -0.6880 -0.1406 0.20
H -3.7484 -2.2662 -0.8771 0.19
H -3.8111 -0.8352 -2.8262 0.21
H -2.0854 -0.9213 -2.5208 0.22
H -2.9370 0.4351 -1.9296 0.22
O -2.3492 3.0350 0.6034 -0.98
H -2.2932 3.9633 0.8573 0.46
H -1.5239 2.8815 0.0952 0.49
O -0.1418 2.2777 -0.6525 -0.96
H 0.1988 2.1906 0.2390 0.51
H 0.4794 2.9006 -1.0916 0.52
O -0.5922 -2.4207 -2.2532 -0.97
H -0.8839 -2.5669 -3.1503 0.48
H -0.0406 -3.1543 -1.9878 0.50
O 0.9645 0.0710 -1.5418 -1.00
H 0.1902 -0.5112 -1.5752 0.49
H 0.5442 0.8646 -1.1392 0.51
O 2.7944 -1.4094 -0.2461 -1.04
H 2.1424 -2.0413 0.1801 0.50
H 2.1249 -0.8064 -0.6310 0.49
O 1.9810 2.8980 0.6659 -1.02
H 1.9486 3.6129 1.3136 0.48
H 2.3697 2.1186 1.2264 0.52
O 3.1236 0.6555 1.7377 -1.00
H 3.1435 -0.0268 1.0497 0.52
H 3.4519 0.3383 2.5762 0.49
O 0.8582 -3.0468 0.5983 -0.99
H 1.3149 -3.8796 0.6879 0.48
H 0.2095 -2.9283 1.3137 0.52
O 2.8839 3.0442 -1.9943 -1.01
H 2.8763 2.8092 -1.0583 0.50
H 3.4584 2.5502 -2.5739 0.50
O 3.3000 0.4793 -2.5600 -1.00
H 2.3514 0.2457 -2.5686 0.50
H 3.7744 -0.1018 -1.9724 0.48
O -1.1323 -3.2236 2.4227 -0.95
H -1.2424 -2.5902 3.1533 0.48
H -1.9946 -3.0543 1.9747 0.50
```

Computed properties:
HOMO energy: -8.15 eV
Kohn-Sham gap: 8.4 eV
lowest unoccupied orbital energy: 0.23 eV
energy above the lowest of the compared OMol25 structures with the same formula, charge and spin: 59.0 kcal/mol
maximum force: 5.960 eV/Å

# 4
# C29H29Br2MoN6O3PS2

A structure of composition C29H29Br2MoN6O3PS2 (ωB97M-V/def2-TZVPD, the OMol25 dataset).

Geometry as XYZ:
```
73
Properties=species:S:1:pos:R:3:lowdin_spin:R:1
Mo -0.0303 -0.4186 -0.2081 2.59
C -0.7201 2.6453 1.5161 0.00
N -1.2606 1.2939 1.2782 0.02
C -1.7328 0.5937 2.4831 0.00
C -1.0992 -0.7512 2.6251 0.02
N -0.4502 -1.3745 1.6719 0.02
C -0.0334 -2.6025 2.2193 0.01
C 0.6724 -3.6663 1.6647 0.00
C 0.9290 -4.7528 2.4749 0.00
C 0.4949 -4.7975 3.8085 0.00
C -0.2166 -3.7544 4.3650 0.00
C -0.4689 -2.6687 3.5373 0.00
N -1.1392 -1.4686 3.7608 0.01
C 0.6994 2.7230 1.0566 0.01
N 1.1766 1.8905 0.1908 0.05
C 2.4999 2.2815 -0.0184 0.00
C 3.4772 1.7453 -0.8532 0.00
C 4.7153 2.3531 -0.8603 0.00
C 4.9877 3.4721 -0.0557 0.00
C 4.0270 4.0183 0.7725 0.00
C 2.7815 3.4001 0.7652 0.00
N 1.6008 3.6616 1.4541 0.00
H -0.7935 2.9166 2.5697 0.00
H -1.3121 3.3740 0.9615 0.00
H -2.0333 1.3516 0.6279 0.00
H -2.8161 0.4682 2.4558 0.00
H -1.5058 1.1746 3.3768 0.00
H 1.0050 -3.6561 0.6383 0.00
H 1.4772 -5.5938 2.0710 0.00
H 0.7195 -5.6679 4.4106 0.00
H -0.5627 -3.7838 5.3907 0.00
H -1.6148 -1.2002 4.6056 0.00
H 3.2670 0.8819 -1.4724 0.00
H 5.4982 1.9605 -1.4966 0.00
H 5.9737 3.9171 -0.0865 0.00
H 4.2369 4.8847 1.3881 0.00
H 1.4344 4.4285 2.0819 0.00
Br 4.8406 -0.8657 1.4367 0.01
C 3.9571 -1.8431 0.0968 0.02
C 4.6438 -2.8421 -0.6180 -0.01
C 4.0156 -3.5726 -1.5863 0.02
Br 4.9875 -4.8955 -2.5228 0.00
C 2.6516 -3.3489 -1.8841 0.00
C 1.8792 -4.0702 -2.8207 0.04
C 0.5528 -3.7816 -2.9684 0.00
C -0.0343 -2.7683 -2.2016 0.04
N 0.6551 -2.0548 -1.3309 0.00
C 1.9953 -2.3351 -1.1651 0.01
C 2.6365 -1.5546 -0.1670 0.00
O 1.9284 -0.6263 0.4329 0.06
H 5.6847 -3.0306 -0.3923 0.00
H 2.3440 -4.8523 -3.4056 0.00
H -0.0629 -4.3277 -3.6694 0.00
H -1.0863 -2.5425 -2.2984 0.00
C -5.0097 2.0127 -1.8421 0.00
C -3.5815 2.4049 -2.1286 0.00
O -2.9629 1.4557 -3.0226 0.01
P -2.0131 0.2723 -2.5718 0.01
S -0.1281 0.9064 -2.4337 0.04
S -2.5726 -0.6113 -0.8695 0.02
O -2.2213 -0.7748 -3.7384 0.00
C -1.8290 -0.4391 -5.1056 0.00
C -0.6966 -1.3340 -5.5374 0.00
H -5.4814 2.7744 -1.2181 0.00
H -5.0551 1.0560 -1.3224 0.00
H -5.5717 1.9330 -2.7722 0.00
H -2.9915 2.4785 -1.2121 0.00
H -3.5250 3.3614 -2.6398 0.00
H -1.5545 0.6138 -5.1620 0.00
H -2.7212 -0.5941 -5.7064 0.00
H 0.1810 -1.1769 -4.9089 0.00
H -0.4298 -1.1065 -6.5707 0.00
H -0.9933 -2.3830 -5.4830 0.00
```

Computed properties:
HOMO energy (spin up / spin down): -9.83 / -10.16 eV
Kohn-Sham gap (spin up / spin down): 7.2 / 7.1 eV
lowest unoccupied orbital energy (spin up / spin down): -2.58 / -3.08 eV
2S+1: 4
net charge: +1
maximum force: 1.126 eV/Å